(1)
A structure of composition C29H36IIrN5O2PTe. Source: the Open Molecules 2025 dataset; level of theory: the ωB97M-V functional and the def2-TZVPD basis.

Net charge: +3
Energy above the lowest of the compared OMol25 structures with the same formula, charge and spin: 0.0 kcal per mole
E_HOMO (spin up / spin down): -15.0784 / -15.8849 eV
Multiplicity: 6

Last column: Löwdin charge in e.
CARTESIAN COORDINATES (ANGSTROEM)
1 Ir -0.936 -0.044 0.341  0.82
2 C 1.278 2.657 -2.890  0.00
3 C -0.103 2.271 -3.278  -0.20
4 N -0.562 2.644 -4.455  0.17
5 C -1.794 2.265 -4.786  0.02
6 C -2.641 1.427 -4.017  -0.09
7 C -3.993 1.066 -4.580  -0.17
8 O -4.959 1.216 -3.549  -0.05
9 C -2.194 1.000 -2.786  -0.03
10 C -2.986 0.044 -2.003  0.01
11 N -2.617 -0.343 -0.848  -0.06
12 C -3.162 -1.376 -0.021  -0.32
13 C -4.325 -2.115 -0.096  0.01
14 C -4.476 -3.087 0.890  -0.04
15 C -3.493 -3.284 1.860  -0.04
16 C -2.330 -2.513 1.913  -0.10
17 C -2.181 -1.530 0.949  -0.33
18 I 1.088 -0.537 1.861  0.26
19 C -0.901 1.480 -2.348  -0.23
20 O -0.392 1.278 -1.202  -0.17
21 H 1.749 3.182 -3.715  0.10
22 H 1.863 1.774 -2.626  0.10
23 H 1.250 3.311 -2.014  0.08
24 H -2.158 2.637 -5.738  0.14
25 H -3.972 0.035 -4.954  0.15
26 H -4.210 1.711 -5.432  0.14
27 H -5.813 1.428 -3.940  0.12
28 H -3.887 -0.372 -2.442  0.15
29 H -5.071 -1.974 -0.867  0.13
30 H -5.359 -3.711 0.891  0.12
31 H -3.633 -4.073 2.588  0.12
32 H -1.573 -2.705 2.662  0.10
33 C 8.547 3.427 4.254  -0.01
34 C 7.262 3.237 3.522  -0.18
35 C 6.764 1.947 3.270  0.03
36 C 5.590 1.747 2.589  -0.30
37 C 5.072 0.357 2.357  -0.09
38 C 4.885 2.903 2.130  -0.55
39 Te 3.217 2.626 1.041  1.30
40 C 5.363 4.224 2.377  -0.30
41 C 4.642 5.457 1.916  -0.06
42 C 6.542 4.352 3.070  0.02
43 H 8.978 2.484 4.579  0.09
44 H 8.394 4.067 5.126  0.11
45 H 9.268 3.937 3.611  0.11
46 H 7.329 1.091 3.617  0.14
47 H 5.835 -0.382 2.589  0.10
48 H 4.778 0.190 1.316  0.06
49 H 4.210 0.156 2.998  0.07
50 H 3.768 5.254 1.291  0.02
51 H 5.309 6.091 1.333  0.11
52 H 4.298 6.037 2.773  0.11
53 H 6.935 5.342 3.268  0.15
54 C -2.815 2.778 4.644  -0.09
55 N -3.369 1.391 4.270  -0.06
56 C -4.723 1.591 3.555  -0.08
57 N -4.576 2.457 2.440  -0.13
58 C -4.022 3.747 2.850  -0.13
59 N -2.713 3.597 3.489  -0.14
60 C -1.667 3.174 2.555  -0.27
61 P -2.071 1.525 1.817  0.90
62 C -2.398 0.641 3.402  -0.24
63 C -3.821 1.856 1.337  -0.27
64 H -1.851 2.613 5.123  0.15
65 H -3.522 3.200 5.359  0.15
66 H -3.528 0.855 5.125  0.19
67 H -5.390 2.019 4.303  0.15
68 H -5.070 0.600 3.264  0.15
69 H -4.705 4.220 3.556  0.15
70 H -3.924 4.389 1.977  0.14
71 H -0.707 3.114 3.073  0.10
72 H -1.571 3.917 1.763  0.11
73 H -1.465 0.525 3.957  0.10
74 H -2.804 -0.351 3.203  0.09
75 H -4.291 0.920 1.028  0.09
76 H -3.841 2.534 0.481  0.11

Forces on the atoms, in the same order (eV/Å):
-0.0729 0.2668 0.0956
-0.0023 0.0543 -0.0100
0.1340 0.1109 -0.1518
-0.1253 -0.2066 0.3567
-0.1415 0.0020 -0.1824
0.1399 0.1275 -0.1551
0.0177 -0.0069 0.0523
-0.0502 0.0563 -0.0334
-0.0882 -0.1472 0.0819
0.1984 0.1216 -0.0197
-0.1281 -0.2066 0.0082
0.0814 0.2957 -0.3045
-0.0012 -0.1339 0.0739
0.0507 0.0692 -0.0414
-0.0418 -0.0446 0.0047
0.0264 0.0052 -0.0764
0.0802 -0.1841 0.2799
-0.1762 -0.0332 -0.0572
-0.1397 -0.0072 0.0765
0.1023 -0.0979 -0.0488
-0.0028 -0.0060 -0.0030
0.0063 0.0012 0.0152
0.0200 -0.0105 0.0121
0.0071 -0.0029 -0.0066
-0.0023 -0.0054 0.0081
0.0152 0.0164 0.0173
-0.0301 -0.0451 -0.0046
0.0287 0.0511 -0.0317
-0.0077 0.0087 -0.0002
0.0005 -0.0153 0.0097
0.0032 0.0045 0.0096
-0.0069 -0.0010 0.0113
-0.0411 -0.0041 -0.0216
0.0871 -0.0309 0.0579
-0.0380 0.0116 -0.0349
0.0507 0.1139 0.0203
-0.0041 0.0013 -0.0182
0.3500 -0.0168 0.1530
-0.2138 0.0305 -0.1623
0.0110 -0.1257 -0.0097
-0.0062 0.0489 -0.0138
-0.0012 0.0245 -0.0004
-0.0037 -0.0059 -0.0011
0.0110 0.0132 -0.0062
0.0023 0.0120 0.0092
0.0011 -0.0024 0.0069
-0.0070 -0.0005 0.0208
-0.0016 0.0212 -0.0018
-0.0174 -0.0074 -0.0043
0.0077 -0.0450 -0.0017
0.0032 0.0130 0.0149
0.0037 0.0132 0.0040
-0.0037 0.0068 -0.0043
-0.0554 -0.1012 0.0372
0.0472 0.0074 -0.0594
0.0670 -0.0458 0.0874
0.0402 -0.0093 -0.0267
0.0085 0.0298 -0.0116
0.0173 -0.0168 -0.0361
0.0145 0.0541 0.0066
-0.0322 -0.2765 -0.2150
-0.0555 0.0501 0.2413
-0.0424 0.0731 0.0945
0.0077 0.0402 -0.0101
0.0250 0.0267 -0.0005
-0.0103 0.0166 0.0109
-0.0244 0.0143 -0.0335
-0.0328 0.0212 -0.0196
-0.0050 -0.0007 -0.0059
-0.0198 0.0164 0.0133
-0.0035 0.0164 -0.0074
0.0038 0.0064 0.0080
0.0113 -0.0337 -0.0402
-0.0134 0.0200 -0.0201
-0.0239 -0.0008 0.0099
-0.0090 -0.0160 -0.0154

***

(2)
A structure of composition C29H36IN8NaS. Source: the Open Molecules 2025 dataset; level of theory: the ωB97M-V functional and the def2-TZVPD basis.

Net charge: 0
Energy above the lowest of the compared OMol25 structures with the same formula, charge and spin: 11.5 kcal per mole
E_HOMO: -4.8563 eV

Last column: Löwdin charge in e.
CARTESIAN COORDINATES (ANGSTROEM)
1 Na 10.197 8.684 11.159  0.26
2 C 10.969 8.812 6.598  -0.01
3 C 10.501 8.348 7.939  -0.25
4 N 9.707 9.010 8.723  0.09
5 C 9.141 10.309 8.342  -0.19
6 C 8.400 10.907 9.543  -0.24
7 N 9.344 11.125 10.587  -0.10
8 C 8.868 11.313 11.925  -0.23
9 C 10.063 11.364 12.884  -0.19
10 N 10.757 10.085 12.932  -0.06
11 C 10.373 9.162 13.963  -0.17
12 C 11.683 6.908 13.797  -0.19
13 N 11.288 6.884 12.356  0.05
14 C 11.292 5.693 11.776  -0.30
15 C 11.446 4.429 12.559  -0.02
16 C 11.278 5.667 10.294  -0.21
17 C 11.700 4.618 9.461  0.00
18 C 11.732 4.806 8.091  -0.04
19 C 11.315 6.019 7.549  0.00
20 C 10.895 7.008 8.446  -0.21
21 N 10.863 6.815 9.744  0.15
22 H 10.885 9.838 6.441  0.05
23 H 10.384 8.293 5.795  0.12
24 H 11.999 8.540 6.455  0.08
25 H 8.531 10.105 7.465  0.12
26 H 9.876 11.079 8.032  0.12
27 H 7.689 10.172 9.900  0.10
28 H 7.740 11.768 9.313  0.12
29 H 9.934 11.949 10.275  0.15
30 H 8.283 10.406 12.120  0.08
31 H 8.185 12.212 12.038  0.14
32 H 9.727 11.798 13.854  0.13
33 H 10.704 12.145 12.480  0.11
34 H 11.773 10.259 13.053  0.11
35 H 9.591 8.507 13.551  0.08
36 H 9.892 9.670 14.835  0.12
37 H 11.091 6.135 14.316  0.09
38 H 12.657 6.467 13.830  0.06
39 H 10.879 4.498 13.446  0.06
40 H 12.500 4.354 12.835  0.11
41 H 11.136 3.573 11.941  0.09
42 H 12.008 3.646 9.836  0.11
43 H 11.935 4.021 7.361  0.12
44 H 11.366 6.125 6.504  0.10
45 I 14.265 8.113 12.167  0.94
46 C 13.841 9.369 13.837  -0.64
47 C 14.620 10.485 13.833  -0.24
48 C 14.415 11.496 14.816  -0.09
49 C 13.446 11.298 15.788  -0.06
50 C 12.671 10.131 15.831  -0.20
51 C 11.678 9.968 16.845  -0.10
52 C 11.010 8.721 16.985  -0.16
53 C 11.012 7.848 15.976  -0.13
54 C 11.502 8.265 14.594  -0.30
55 C 12.783 9.162 14.744  -0.14
56 H 15.483 10.539 13.134  0.07
57 H 14.960 12.397 14.790  0.08
58 H 13.253 12.033 16.567  0.11
59 H 11.730 10.489 17.739  0.05
60 H 10.466 8.384 17.813  0.08
61 H 10.569 6.897 16.192  0.08
62 C 6.633 9.713 15.381  -0.08
63 C 7.370 8.388 15.282  -0.23
64 C 7.413 7.875 13.880  -0.60
65 N 7.196 8.537 12.827  0.01
66 N 7.457 7.825 11.636  0.04
67 C 7.692 6.578 11.898  -0.75
68 N 7.770 5.582 10.904  0.08
69 S 7.808 6.161 13.540  1.10
70 H 6.497 10.077 16.364  0.06
71 H 5.585 9.569 14.983  0.10
72 H 7.110 10.439 14.751  0.06
73 H 6.934 7.583 15.880  0.11
74 H 8.408 8.479 15.653  0.09
75 H 7.771 6.007 9.991  0.08
76 H 8.620 4.987 10.956  0.08

Forces on the atoms, in the same order (eV/Å):
-0.0218 0.0568 -0.3446
-0.4484 -2.1987 -0.5106
-1.8805 1.6698 1.3432
1.1336 -0.3270 -0.8288
0.3210 0.2232 -0.0237
-1.2883 -0.7984 -0.3565
2.1517 1.8424 -1.2044
-0.8772 0.0692 0.5151
-0.8569 0.7170 -0.0209
1.8127 0.9497 -0.0976
-1.0356 -0.4807 1.1096
-1.5996 0.0192 -0.3954
0.3184 -2.2635 -0.5135
0.1227 2.3642 1.8461
0.7299 -0.1153 -1.7537
-0.4166 0.4734 -1.0278
0.1391 -0.4462 0.5384
-0.9205 0.4388 -0.7284
0.4204 -0.5962 1.6971
0.5391 -0.3107 -1.1733
0.1221 -0.0236 0.4642
-0.3197 1.7356 -0.0384
0.4070 0.3735 0.5579
0.5417 -0.1990 -0.1292
-0.5193 0.3487 -0.0271
0.1578 -0.5483 -0.0079
-0.1709 -0.4789 0.1121
0.5636 0.0327 -0.3268
-0.6195 -1.2635 0.7871
-0.2469 0.3849 0.3732
0.6421 -0.7446 0.0386
0.2003 -0.7300 -0.1445
0.5202 -0.0970 -0.0393
-0.8039 -0.0142 -0.1171
0.2877 -0.1566 0.2573
0.4480 0.0236 -0.5916
-0.2045 0.5235 0.0368
0.9341 0.2422 0.2726
-0.6896 -0.1838 0.9965
0.0664 -0.3666 0.1035
0.2242 0.1257 0.4423
-0.0288 0.2549 0.2466
0.3644 -0.0596 0.5908
-0.1466 0.4689 -1.0438
0.1446 0.0491 0.0302
-1.3325 -0.8176 0.1515
1.8080 1.4063 0.1832
-1.2830 -1.7047 0.0495
1.0852 0.4020 -0.3852
-1.3954 -0.9189 -0.2205
-0.1159 -1.5974 -0.7400
1.1723 1.2603 -1.5030
0.1279 -0.3815 -1.0010
0.9247 -0.6717 -0.6151
-0.6718 0.0711 0.2804
-0.8592 0.2012 0.5304
0.7145 0.8315 -0.0523
0.1522 0.0497 -0.1937
0.2670 1.6778 1.2918
-0.4226 0.1187 1.6889
-0.1288 -0.6856 -0.5513
-1.6997 -1.1264 -1.4182
0.3072 -0.2978 0.2917
0.1295 -1.2366 0.7886
0.3490 0.2850 -1.5528
-0.6074 0.1738 0.7293
0.3053 -0.6222 -1.2316
1.1106 0.0197 0.4084
-0.1525 0.5316 0.9038
0.3139 0.3079 1.1625
1.0263 0.2270 0.2273
0.2421 0.5071 -0.1777
-0.2103 0.2458 0.2067
-0.2849 -0.0565 -0.1926
-0.1703 0.2571 -0.2482
-0.9189 0.5587 0.2751

***

(3)
A structure of composition C29H37AgN3O2Te. Source: the Open Molecules 2025 dataset; level of theory: the ωB97M-V functional and the def2-TZVPD basis.

Net charge: 0
Energy above the lowest of the compared OMol25 structures with the same formula, charge and spin: 0.0 kcal per mole
E_HOMO (spin up / spin down): -7.1986 / -7.4499 eV
Multiplicity: 2

Last column: Löwdin charge in e.
CARTESIAN COORDINATES (ANGSTROEM)
1 Ag -1.289 2.460 0.375  0.67
2 O -2.478 3.029 2.565  -0.15
3 C -3.369 4.095 2.498  -0.23
4 C -3.902 4.399 1.112  -0.25
5 C -5.049 5.182 0.977  -0.02
6 C -5.515 5.486 -0.286  -0.06
7 C -4.826 4.994 -1.387  -0.07
8 C -3.702 4.223 -1.161  -0.13
9 N -3.246 3.933 0.057  0.06
10 H -2.997 2.162 2.449  0.02
11 H -2.849 4.992 2.858  0.13
12 H -4.231 3.936 3.159  0.13
13 H -5.565 5.534 1.860  0.12
14 H -6.405 6.087 -0.414  0.11
15 H -5.152 5.195 -2.397  0.10
16 H -3.135 3.815 -1.989  0.10
17 C 3.079 2.526 -2.462  -0.08
18 C 2.847 3.323 -1.180  -0.21
19 C 1.432 3.542 -0.935  -0.20
20 N 0.313 3.716 -0.746  0.12
21 H 4.147 2.386 -2.618  0.08
22 H 2.668 3.046 -3.325  0.08
23 H 2.609 1.545 -2.395  0.06
24 H 3.333 4.301 -1.203  0.12
25 H 3.234 2.791 -0.306  0.12
26 C -3.643 -1.337 1.109  -0.02
27 C -3.152 0.071 1.377  -0.69
28 O -3.772 0.816 2.196  -0.06
29 N -2.064 0.454 0.787  -0.10
30 Te -0.161 -0.528 -0.664  1.45
31 C 1.306 -1.636 -1.803  -0.40
32 C 0.925 -2.455 -2.869  -0.32
33 C -0.499 -2.685 -3.288  -0.09
34 C 1.899 -3.135 -3.602  -0.02
35 C 3.246 -3.022 -3.315  -0.27
36 C 4.286 -3.754 -4.112  -0.05
37 C 3.614 -2.188 -2.265  -0.02
38 C 2.675 -1.496 -1.516  -0.30
39 C 3.168 -0.624 -0.399  -0.08
40 C 0.398 -1.450 1.167  -0.39
41 C 0.260 -2.831 1.298  -0.30
42 C -0.308 -3.700 0.218  -0.08
43 C 0.662 -3.442 2.486  -0.01
44 C 1.189 -2.721 3.541  -0.27
45 C 1.620 -3.395 4.811  -0.05
46 C 1.296 -1.344 3.398  -0.02
47 C 0.905 -0.692 2.237  -0.31
48 C 1.029 0.800 2.209  -0.09
49 H -4.658 -1.440 1.491  0.08
50 H -2.993 -2.043 1.629  0.07
51 H -3.611 -1.578 0.048  0.07
52 H -1.198 -1.978 -2.847  0.02
53 H -0.824 -3.688 -2.998  0.08
54 H -0.586 -2.618 -4.373  0.08
55 H 1.584 -3.770 -4.423  0.12
56 H 3.827 -4.414 -4.847  0.07
57 H 4.922 -4.361 -3.466  0.08
58 H 4.935 -3.058 -4.646  0.08
59 H 4.666 -2.074 -2.025  0.12
60 H 4.248 -0.494 -0.468  0.08
61 H 2.936 -1.052 0.578  0.08
62 H 2.695 0.361 -0.422  0.02
63 H -1.115 -3.195 -0.315  0.04
64 H -0.703 -4.620 0.650  0.08
65 H 0.450 -3.968 -0.519  0.08
66 H 0.549 -4.517 2.581  0.11
67 H 1.489 -4.474 4.745  0.07
68 H 1.040 -3.037 5.663  0.08
69 H 2.670 -3.196 5.025  0.08
70 H 1.692 -0.753 4.216  0.12
71 H 1.678 1.143 3.014  0.08
72 H 0.046 1.263 2.346  0.05
73 H 1.429 1.156 1.257  0.02

Forces on the atoms, in the same order (eV/Å):
-0.3188 0.2298 -0.0359
0.1023 -0.2056 -0.0842
-0.0113 0.1009 0.1327
-0.1502 0.0787 0.0083
0.0705 -0.0557 -0.0488
0.0286 -0.0222 -0.0221
0.0482 -0.0373 0.0328
-0.0649 0.0458 -0.1501
0.1410 -0.0433 0.1002
0.0466 0.0811 0.0973
-0.0601 -0.0514 -0.0183
0.0428 0.0156 -0.0249
-0.0052 0.0011 0.0413
-0.0129 0.0117 -0.0013
-0.0215 0.0138 -0.0369
0.0015 0.0031 -0.0165
0.0486 -0.0523 -0.0569
0.1346 -0.0552 0.1219
-0.3221 0.1701 0.0699
0.0626 -0.1766 0.0741
0.0137 -0.0124 -0.0033
0.0019 0.0183 -0.0042
-0.0082 0.0016 -0.0164
0.0118 -0.0610 -0.0526
0.0495 0.0186 -0.0775
-0.0312 -0.0199 0.0538
-0.1552 0.0419 0.2062
-0.0684 -0.1204 0.0011
0.0535 0.2061 -0.0210
0.3797 -0.1788 -0.2779
-0.0155 0.0435 -0.0305
0.0776 -0.0107 -0.0096
-0.2429 -0.0062 -0.0071
0.0352 0.0337 0.0310
-0.0382 0.0329 0.0226
0.0635 -0.0747 -0.0611
0.0090 -0.0031 -0.0007
0.0007 -0.0309 0.0230
0.0860 0.0912 0.1418
0.0101 0.2235 0.0543
0.0068 -0.0086 0.0634
-0.1125 -0.1753 -0.0793
-0.0071 -0.0094 -0.0067
-0.0153 0.0067 -0.0342
0.0209 -0.0569 0.0625
-0.0121 -0.0318 -0.0175
-0.0353 -0.1545 -0.0365
-0.0549 0.2307 -0.0515
0.0073 0.0165 -0.0203
0.0002 0.0068 0.0320
0.0075 0.0404 -0.0312
0.0380 -0.0014 -0.0024
-0.0051 -0.0021 0.0021
-0.0212 -0.0142 -0.0218
-0.0143 -0.0251 -0.0333
-0.0041 0.0000 -0.0084
0.0032 0.0027 0.0104
0.0015 0.0108 -0.0003
0.0397 0.0047 0.0098
0.0382 0.0203 0.0210
0.0328 -0.0116 -0.0337
0.0047 -0.0440 -0.0192
0.0048 -0.0265 0.0080
0.0164 -0.0197 -0.0313
0.0186 0.0114 -0.0160
0.0045 -0.0283 0.0024
-0.0003 -0.0261 0.0095
-0.0135 0.0159 0.0117
0.0207 0.0107 0.0053
0.0103 0.0057 0.0339
-0.0107 0.0196 -0.0036
0.0556 -0.0091 0.0060
-0.0183 -0.0035 0.0148